#one
ORCA calculation (wB97M-V/def2-TZVPD) on a cluster of 12 separate species, C78H180N12O12 in total.

Values from the calculation:
Molecular weight in g mol⁻¹: 1478.37
LUMO energy in eV: 0.512
E_HOMO in eV: -8.06
SMILES: CC1(C)CCCC(C)(C)N1O.CC1(C)CCCC(C)(C)N1O.CC1(C)CCCC(C)(C)N1O.CC1(C)CCCC(C)(C)N1O.CC1(C)CCCC(C)(C)N1O.CC1(C)CCCC(C)(C)N1O.COC[C@H](C)N.COC[C@H](C)N.COC[C@H](C)N.COC[C@H](C)N.COC[C@H](C)N.COC[C@H](C)N

```
! RIJCOSX wB97M-V def2-TZVPD def2/J DEFGRID3
* xyz 0 1
C -2.59 -6.12 1.33
C -2.06 -7.00 0.23
C -2.99 -7.11 -0.93
O -4.17 -7.77 -0.47
C -4.95 -8.14 -1.59
N -0.81 -6.36 -0.25
H -1.89 -6.19 2.19
H -3.52 -6.40 1.73
H -2.78 -5.09 1.05
H -1.92 -8.05 0.66
H -2.53 -7.81 -1.71
H -3.19 -6.17 -1.42
H -5.96 -8.16 -1.24
H -4.60 -9.05 -2.03
H -4.83 -7.40 -2.41
H -0.20 -6.16 0.56
H -0.23 -6.91 -0.94
C 2.16 0.83 -3.17
C 3.13 1.54 -2.19
C 4.41 1.83 -2.86
O 4.17 2.85 -3.86
C 5.36 3.23 -4.56
N 2.64 2.76 -1.53
H 2.67 0.03 -3.66
H 1.85 1.57 -3.98
H 1.30 0.34 -2.67
H 3.39 0.90 -1.40
H 4.81 0.93 -3.38
H 5.14 2.11 -2.05
H 6.03 3.83 -3.91
H 5.05 3.83 -5.40
H 5.94 2.37 -4.79
H 1.82 2.58 -1.02
H 2.44 3.49 -2.22
C 3.30 -4.89 6.95
C 4.73 -4.97 6.38
C 5.55 -3.68 6.39
O 4.84 -2.74 5.53
C 5.41 -1.52 5.70
N 5.55 -5.97 7.13
H 2.66 -5.65 6.51
H 2.83 -3.96 6.63
H 3.18 -4.83 8.05
H 4.64 -5.29 5.40
H 6.56 -4.00 6.04
H 5.70 -3.18 7.34
H 6.47 -1.46 5.34
H 5.41 -1.18 6.72
H 4.86 -0.74 5.13
H 5.16 -6.84 6.93
H 6.46 -5.91 6.68
C -0.85 -4.34 5.16
C -0.87 -3.37 6.37
C -0.95 -1.87 5.86
O 0.10 -1.41 5.10
C 1.41 -1.40 5.68
N -2.07 -3.68 7.14
H -0.38 -3.85 4.31
H -1.85 -4.71 4.87
H -0.31 -5.23 5.52
H 0.05 -3.52 6.96
H -1.02 -1.22 6.75
H -1.88 -1.71 5.28
H 1.27 -1.83 6.71
H 1.95 -0.45 5.62
H 2.11 -2.04 5.08
H -2.83 -3.88 6.51
H -2.36 -3.07 7.90
C 0.41 -4.41 -2.43
C 0.72 -3.70 -3.77
C 0.61 -2.21 -3.68
O -0.73 -1.80 -3.39
C -1.58 -1.71 -4.56
N 2.21 -3.95 -4.10
H 1.08 -4.11 -1.69
H 0.46 -5.50 -2.54
H -0.56 -4.23 -2.06
H 0.13 -4.02 -4.66
H 0.94 -1.76 -4.70
H 1.13 -1.82 -2.84
H -2.57 -1.56 -4.16
H -1.52 -2.61 -5.18
H -1.34 -0.79 -5.07
H 2.74 -4.32 -3.31
H 2.43 -4.33 -5.03
C -0.15 2.37 7.65
C -0.83 2.57 6.26
C -0.79 4.03 5.94
O -1.29 4.31 4.71
C -1.14 5.63 4.24
N -0.21 1.64 5.31
H -0.28 1.32 7.96
H -0.55 3.09 8.40
H 0.92 2.49 7.72
H -1.91 2.32 6.38
H 0.25 4.41 5.95
H -1.25 4.63 6.73
H -1.50 6.40 4.99
H -1.73 5.61 3.34
H -0.11 5.82 3.96
H -0.75 0.80 5.26
H -0.37 2.05 4.40
C -0.64 8.33 0.82
C -0.38 7.27 -0.27
C -1.72 7.00 -1.02
C -1.52 6.21 -2.34
C -0.53 7.04 -3.14
C 0.86 7.29 -2.44
N 0.51 7.94 -1.22
O 1.65 8.28 -0.51
C 1.59 5.98 -2.42
C 1.56 8.36 -3.35
C 0.16 5.99 0.43
H -0.98 9.25 0.42
H 0.25 8.47 1.41
H -1.50 7.94 1.44
H -2.47 6.52 -0.36
H -2.03 7.93 -1.37
H -2.45 6.12 -2.86
H -1.10 5.21 -2.34
H -0.89 8.03 -3.50
H -0.34 6.44 -4.05
H 0.98 5.12 -2.71
H 2.51 6.04 -3.00
H 2.07 5.82 -1.43
H 1.91 7.91 -4.34
H 0.94 9.23 -3.59
H 2.50 8.70 -2.96
H 1.20 6.20 0.74
H 0.06 5.10 -0.25
H -0.48 5.79 1.33
H 1.56 9.26 -0.51
C 4.22 1.50 1.26
C 4.99 2.41 2.14
C 5.21 3.72 1.35
C 3.98 4.70 1.28
C 3.53 4.87 2.68
C 3.13 3.58 3.39
N 4.36 2.74 3.40
O 3.99 1.55 4.13
C 2.79 4.02 4.79
C 1.89 2.91 2.79
C 6.33 1.78 2.56
H 3.37 1.93 0.77
H 3.94 0.61 1.90
H 4.73 0.97 0.45
H 6.06 4.24 1.80
H 5.35 3.43 0.31
H 3.20 4.46 0.53
H 4.36 5.67 0.95
H 2.64 5.55 2.66
H 4.34 5.31 3.33
H 3.76 4.54 5.23
H 1.94 4.78 4.64
H 2.41 3.26 5.51
H 1.88 1.84 2.92
H 0.89 3.20 3.09
H 1.91 3.12 1.72
H 6.86 2.44 3.18
H 6.94 1.67 1.67
H 6.14 0.80 3.06
H 3.18 1.16 3.75
C -4.92 1.60 -6.09
C -4.42 2.27 -7.35
C -4.90 3.72 -7.48
C -4.19 4.73 -6.52
C -2.66 4.66 -6.70
C -2.17 3.16 -6.56
N -2.96 2.29 -7.48
O -2.54 0.96 -7.38
C -0.69 3.03 -7.09
C -2.12 2.70 -5.15
C -4.97 1.47 -8.57
H -5.99 1.59 -6.02
H -4.62 2.11 -5.18
H -4.40 0.60 -5.98
H -4.86 4.12 -8.52
H -6.00 3.76 -7.25
H -4.53 4.60 -5.49
H -4.48 5.75 -6.78
H -2.18 5.28 -5.97
H -2.41 5.07 -7.65
H -0.25 2.14 -6.76
H -0.79 2.96 -8.15
H -0.03 3.91 -6.77
H -2.93 3.16 -4.59
H -2.25 1.57 -5.00
H -1.16 2.98 -4.70
H -4.66 0.45 -8.51
H -4.61 1.94 -9.46
H -6.05 1.62 -8.57
H -2.01 0.71 -8.20
C 0.45 -0.37 1.69
C -0.86 -0.92 1.14
C -1.87 -0.67 2.25
C -2.55 0.66 2.23
C -2.85 1.16 0.85
C -1.77 1.11 -0.21
N -1.29 -0.33 -0.11
O -0.27 -0.48 -1.08
C -2.32 1.22 -1.68
C -0.72 2.11 0.02
C -0.76 -2.44 0.85
H 1.23 -0.32 0.94
H 0.87 -0.96 2.52
H 0.26 0.63 2.02
H -2.58 -1.51 2.19
H -1.44 -0.77 3.26
H -1.85 1.33 2.75
H -3.52 0.65 2.75
H -3.28 2.15 0.97
H -3.74 0.63 0.44
H -2.97 0.41 -1.93
H -2.93 2.12 -1.79
H -1.38 1.30 -2.25
H -1.23 3.07 -0.17
H -0.25 2.14 0.99
H 0.11 2.03 -0.63
H -1.70 -2.83 0.47
H -0.46 -2.85 1.81
H 0.02 -2.67 0.13
H -0.50 -1.20 -1.70
C -6.42 -4.44 -3.06
C -6.60 -3.80 -1.67
C -5.40 -4.14 -0.89
C -4.09 -3.37 -1.27
C -4.38 -1.86 -1.22
C -5.59 -1.45 -2.10
N -6.78 -2.30 -1.66
O -7.94 -1.93 -2.32
C -5.98 0.02 -1.68
C -5.27 -1.41 -3.60
C -7.77 -4.36 -0.75
H -6.47 -5.52 -2.97
H -5.45 -4.25 -3.42
H -7.09 -4.06 -3.87
H -5.60 -3.81 0.18
H -5.31 -5.27 -0.89
H -3.78 -3.67 -2.25
H -3.33 -3.71 -0.56
H -3.52 -1.33 -1.50
H -4.65 -1.40 -0.24
H -6.45 0.01 -0.69
H -5.13 0.67 -1.61
H -6.75 0.42 -2.35
H -4.68 -2.29 -3.82
H -6.19 -1.47 -4.25
H -4.67 -0.49 -3.89
H -7.80 -3.83 0.18
H -7.57 -5.44 -0.62
H -8.77 -4.33 -1.22
H -7.78 -1.75 -3.27
C 5.14 -5.90 0.68
C 3.72 -5.47 0.73
C 3.32 -5.18 2.15
C 3.74 -3.89 2.77
C 3.13 -2.75 1.88
C 3.78 -2.86 0.43
N 3.49 -4.27 -0.09
O 4.10 -4.42 -1.39
C 3.05 -1.92 -0.55
C 5.23 -2.39 0.57
C 2.83 -6.56 0.07
H 5.81 -5.22 1.25
H 5.44 -5.97 -0.34
H 5.32 -6.86 1.15
H 2.24 -5.32 2.16
H 3.70 -5.95 2.80
H 4.81 -3.75 2.87
H 3.34 -3.83 3.76
H 3.29 -1.77 2.23
H 2.01 -2.85 1.92
H 3.46 -2.19 -1.52
H 1.99 -2.12 -0.56
H 3.28 -0.87 -0.35
H 5.80 -3.00 1.23
H 5.74 -2.36 -0.40
H 5.17 -1.45 0.94
H 2.74 -7.44 0.70
H 3.16 -6.82 -0.93
H 1.80 -6.11 -0.04
H 5.05 -4.23 -1.30
*
```

***

#two
ORCA calculation (wB97M-V/def2-TZVPD) on a cluster of 12 separate species, C78H180N12O12 in total.

Values from the calculation:
Molecular weight in g mol⁻¹: 1478.37
LUMO energy in eV: 0.453
E_HOMO in eV: -8.21
SMILES: CC1(C)CCCC(C)(C)N1O.CC1(C)CCCC(C)(C)N1O.CC1(C)CCCC(C)(C)N1O.CC1(C)CCCC(C)(C)N1O.CC1(C)CCCC(C)(C)N1O.CC1(C)CCCC(C)(C)N1O.COC[C@H](C)N.COC[C@H](C)N.COC[C@H](C)N.COC[C@H](C)N.COC[C@H](C)N.COC[C@H](C)N

```
! RIJCOSX wB97M-V def2-TZVPD def2/J DEFGRID3
* xyz 0 1
C -2.56 5.68 4.44
C -1.48 4.77 3.80
C -2.05 3.76 2.81
O -2.73 4.40 1.73
C -3.38 3.47 0.86
N -0.35 5.52 3.19
H -2.94 6.38 3.66
H -2.23 6.37 5.25
H -3.40 5.05 4.79
H -1.05 4.13 4.60
H -2.74 3.07 3.44
H -1.24 3.13 2.38
H -3.98 4.09 0.18
H -3.92 2.76 1.48
H -2.64 2.96 0.23
H 0.06 6.17 3.87
H -0.66 6.10 2.39
C 8.07 -1.00 -3.26
C 7.51 0.20 -2.72
C 6.82 1.02 -3.77
O 7.68 1.54 -4.81
C 8.65 2.46 -4.44
N 6.62 -0.06 -1.64
H 8.89 -0.82 -3.99
H 7.29 -1.60 -3.75
H 8.49 -1.61 -2.45
H 8.36 0.75 -2.31
H 6.24 1.86 -3.33
H 6.14 0.36 -4.35
H 8.26 3.28 -3.82
H 9.01 2.90 -5.40
H 9.57 2.10 -3.92
H 6.40 0.83 -1.22
H 5.79 -0.58 -1.98
C 4.83 5.04 0.87
C 6.27 4.44 0.57
C 7.39 5.32 1.07
O 8.70 4.88 0.87
C 9.12 4.83 -0.46
N 6.45 3.06 1.07
H 4.85 5.34 1.95
H 4.04 4.25 0.80
H 4.52 5.81 0.17
H 6.24 4.37 -0.54
H 7.27 5.44 2.16
H 7.24 6.36 0.67
H 9.11 5.84 -0.88
H 8.46 4.13 -1.09
H 10.17 4.43 -0.48
H 7.07 3.03 1.91
H 5.59 2.56 1.35
C 3.62 -1.69 -3.69
C 3.44 -0.54 -4.67
C 2.07 -0.67 -5.44
O 1.93 -1.81 -6.17
C 2.34 -1.55 -7.50
N 3.33 0.79 -4.10
H 2.86 -1.63 -2.91
H 4.61 -1.59 -3.20
H 3.65 -2.74 -4.08
H 4.15 -0.56 -5.49
H 1.83 0.18 -6.09
H 1.30 -0.64 -4.66
H 2.39 -2.54 -7.99
H 3.30 -1.10 -7.61
H 1.67 -0.88 -8.02
H 2.44 0.84 -3.59
H 4.13 0.92 -3.47
C 3.79 5.14 -3.16
C 2.64 4.12 -3.13
C 1.49 4.52 -2.16
O 1.80 4.17 -0.82
C 0.81 4.58 0.11
N 2.14 3.86 -4.47
H 4.60 4.83 -3.81
H 4.14 5.29 -2.14
H 3.42 6.16 -3.38
H 2.97 3.19 -2.68
H 0.59 4.09 -2.51
H 1.39 5.63 -2.14
H 0.50 5.55 -0.24
H 1.27 4.61 1.12
H -0.01 3.84 0.18
H 2.51 3.00 -4.86
H 2.35 4.65 -5.08
C 2.57 0.78 -0.50
C 1.18 0.29 -0.93
C 0.22 0.33 0.20
O -1.04 -0.23 -0.24
C -2.16 0.02 0.58
N 0.64 1.02 -2.10
H 2.67 0.57 0.55
H 2.75 1.86 -0.65
H 3.33 0.31 -1.10
H 1.32 -0.80 -1.14
H 0.02 1.39 0.50
H 0.58 -0.24 1.04
H -1.89 0.01 1.65
H -2.90 -0.72 0.33
H -2.65 0.97 0.43
H 0.68 2.00 -1.88
H -0.36 0.75 -2.13
C -6.69 -0.17 -1.52
C -7.10 -0.32 -0.04
C -7.59 1.11 0.41
C -8.25 1.21 1.78
C -9.42 0.22 1.88
C -8.96 -1.21 1.45
N -8.22 -1.23 0.13
O -7.74 -2.60 -0.10
C -8.24 -1.81 2.64
C -10.25 -2.07 1.23
C -5.82 -0.59 0.77
H -7.56 -0.02 -2.17
H -6.11 -0.93 -2.01
H -6.10 0.76 -1.61
H -6.75 1.80 0.42
H -8.22 1.50 -0.37
H -8.65 2.18 1.99
H -7.54 0.97 2.51
H -10.22 0.47 1.21
H -9.74 0.29 2.92
H -8.90 -1.76 3.51
H -7.88 -2.82 2.47
H -7.27 -1.31 2.94
H -11.03 -1.56 0.64
H -10.02 -3.04 0.82
H -10.66 -2.13 2.26
H -4.88 -0.42 0.25
H -5.91 -1.65 0.97
H -5.89 -0.12 1.74
H -8.11 -2.84 -0.98
C -0.80 -2.16 5.80
C -1.94 -2.35 4.80
C -1.31 -2.51 3.44
C -2.24 -3.00 2.30
C -2.89 -4.34 2.79
C -3.59 -4.20 4.15
N -2.60 -3.66 5.10
O -3.20 -3.59 6.43
C -4.87 -3.30 4.04
C -4.01 -5.61 4.55
C -2.86 -1.08 4.91
H -0.17 -3.06 5.77
H -1.13 -1.91 6.77
H -0.22 -1.34 5.41
H -0.82 -1.52 3.24
H -0.43 -3.19 3.61
H -1.73 -3.22 1.36
H -2.99 -2.26 2.05
H -2.18 -5.18 2.77
H -3.65 -4.72 2.08
H -4.91 -2.67 4.94
H -4.89 -2.58 3.20
H -5.75 -3.90 3.96
H -3.08 -6.19 4.67
H -4.60 -5.75 5.46
H -4.56 -6.01 3.69
H -3.52 -1.06 4.07
H -2.24 -0.16 4.88
H -3.48 -1.08 5.80
H -2.74 -4.19 6.99
C -0.26 -5.04 -2.94
C -0.88 -3.66 -3.20
C -1.55 -3.73 -4.56
C -2.90 -4.48 -4.53
C -3.82 -3.86 -3.45
C -3.16 -3.74 -2.03
N -1.81 -3.11 -2.20
O -1.28 -3.03 -0.88
C -4.08 -2.85 -1.19
C -3.16 -5.14 -1.42
C 0.26 -2.70 -3.37
H 0.38 -5.27 -3.77
H -1.04 -5.84 -2.93
H 0.35 -5.05 -2.01
H -1.65 -2.72 -4.90
H -0.90 -4.24 -5.27
H -2.63 -5.54 -4.35
H -3.32 -4.32 -5.51
H -4.74 -4.43 -3.33
H -4.19 -2.88 -3.78
H -4.20 -1.82 -1.51
H -5.09 -3.23 -1.15
H -3.82 -2.84 -0.09
H -2.86 -5.89 -2.15
H -2.46 -5.29 -0.61
H -4.19 -5.39 -1.16
H -0.07 -1.67 -3.33
H 0.79 -2.86 -4.34
H 0.97 -2.88 -2.58
H -1.05 -2.08 -0.77
C 4.83 0.26 6.73
C 3.46 0.75 6.30
C 2.88 1.76 7.26
C 1.65 2.51 6.71
C 1.97 3.13 5.33
C 2.60 2.17 4.31
N 3.72 1.48 5.01
O 4.36 0.54 4.08
C 1.63 1.19 3.56
C 3.23 3.01 3.25
C 2.56 -0.49 6.17
H 5.26 -0.53 6.07
H 4.68 -0.08 7.75
H 5.57 1.07 6.77
H 2.66 1.31 8.22
H 3.66 2.46 7.50
H 1.37 3.28 7.43
H 0.82 1.85 6.56
H 2.68 3.98 5.45
H 1.04 3.47 4.85
H 0.88 1.88 3.11
H 2.09 0.51 2.82
H 1.18 0.46 4.23
H 2.45 3.65 2.96
H 4.06 3.57 3.69
H 3.57 2.36 2.44
H 2.54 -1.14 7.03
H 2.88 -1.06 5.32
H 1.53 -0.24 6.04
H 5.30 0.73 4.18
C 2.30 -3.41 3.18
C 2.72 -3.37 1.68
C 3.61 -2.16 1.50
C 4.36 -2.27 0.19
C 5.20 -3.56 0.08
C 4.42 -4.84 0.20
N 3.59 -4.65 1.45
O 2.75 -5.86 1.70
C 3.73 -5.13 -1.15
C 5.36 -6.10 0.45
C 1.57 -3.23 0.64
H 1.68 -2.51 3.30
H 3.15 -3.28 3.94
H 1.73 -4.28 3.41
H 2.97 -1.28 1.47
H 4.32 -1.93 2.30
H 5.01 -1.38 0.09
H 3.69 -2.20 -0.66
H 5.99 -3.59 0.81
H 5.73 -3.56 -0.87
H 2.92 -5.85 -1.22
H 3.31 -4.21 -1.67
H 4.48 -5.41 -1.90
H 6.18 -6.16 -0.28
H 5.65 -5.99 1.45
H 4.74 -7.03 0.38
H 1.21 -2.23 0.47
H 0.74 -3.83 0.91
H 1.99 -3.53 -0.31
H 2.89 -5.84 2.66
C -3.08 0.59 -2.88
C -2.95 1.11 -4.30
C -4.15 0.63 -5.22
C -5.45 1.40 -5.01
C -5.17 2.93 -5.09
C -4.09 3.45 -4.10
N -2.90 2.62 -4.43
O -1.70 3.05 -3.75
C -3.77 4.93 -4.46
C -4.54 3.36 -2.64
C -1.64 0.46 -4.86
H -4.12 0.47 -2.57
H -2.66 1.29 -2.16
H -2.52 -0.28 -2.55
H -3.73 0.75 -6.25
H -4.37 -0.41 -5.03
H -5.83 1.27 -4.00
H -6.20 1.03 -5.72
H -6.08 3.56 -5.05
H -4.81 3.19 -6.09
H -4.62 5.49 -4.10
H -2.89 5.33 -3.99
H -3.60 4.91 -5.54
H -3.71 3.70 -2.04
H -5.39 4.01 -2.46
H -4.78 2.35 -2.30
H -1.88 -0.55 -5.04
H -0.85 0.55 -4.09
H -1.28 0.90 -5.76
H -1.10 3.35 -4.45
*
```

***

Stability ranking, top and bottom: #two is the most stable and #one is the least stable.